# 1
{
  "formula": "C22H31N3O2S",
  "method": "ωB97M-V/def2-TZVPD",
  "smiles": "O=C(NC1CC1)C1CCN(C2CCN(C(=O)CSc3ccccc3)CC2)CC1",
  "orbital_gap_ev": 8.86,
  "de_lowest_kcal_mol": 35.2,
  "max_force_ev_per_a": 0.57,
  "elements": ["O", "C", "N", "C", "C", "C", "H", "H", "H", "H", "H", "H", "C", "C", "C", "N", "C", "C", "H", "H", "H", "H", "C", "C", "C", "N", "C", "O", "C", "H", "H", "S", "C", "C", "C", "C", "C", "C", "H", "H", "H", "H", "H", "C", "H", "C", "H", "H", "H", "H", "H", "H", "H", "H", "H", "H", "H", "H", "H"],
  "xyz": [[3.709, 1.174, -1.159], [3.707, 0.622, -0.079], [4.298, -0.581, 0.121], [4.924, -1.321, -0.925], [6.108, -2.184, -0.620], [4.787, -2.812, -0.965], [4.676, -3.294, -1.923], [4.234, -3.292, -0.171], [6.909, -2.232, -1.341], [6.443, -2.243, 0.405], [4.898, -0.760, -1.850], [4.297, -0.996, 1.039], [3.074, 1.196, 1.188], [2.577, 2.626, 0.969], [1.346, 2.661, 0.066], [0.293, 1.830, 0.627], [0.736, 0.451, 0.672], [1.895, 0.336, 1.658], [1.561, 0.698, 2.632], [2.183, -0.713, 1.760], [-0.084, -0.186, 1.005], [1.073, 0.092, -0.317], [-1.015, 2.053, 0.038], [-1.252, 1.393, -1.332], [-2.646, 1.749, -1.841], [-3.641, 1.299, -0.885], [-4.454, 0.285, -1.226], [-4.499, -0.164, -2.358], [-5.385, -0.299, -0.172], [-6.069, 0.459, 0.212], [-5.967, -1.089, -0.649], [-4.582, -0.984, 1.319], [-3.176, -1.878, 0.713], [-2.142, -2.085, 1.621], [-1.002, -2.760, 1.228], [-0.883, -3.223, -0.072], [-1.922, -3.032, -0.966], [-3.077, -2.373, -0.579], [-3.876, -2.245, -1.290], [-1.843, -3.400, -1.978], [0.015, -3.736, -0.386], [-0.203, -2.915, 1.938], [-2.243, -1.712, 2.630], [-3.499, 1.925, 0.409], [-4.282, 1.594, 1.087], [-2.123, 1.612, 1.002], [-2.005, 2.128, 1.954], [-2.054, 0.541, 1.185], [-3.597, 3.009, 0.269], [-2.853, 1.259, -2.793], [-2.740, 2.833, -1.966], [-0.502, 1.731, -2.048], [-1.178, 0.307, -1.239], [-1.107, 3.140, -0.092], [0.983, 3.690, 0.003], [1.638, 2.333, -0.942], [3.367, 3.224, 0.512], [2.321, 3.060, 1.937], [3.852, 1.201, 1.962]]
}

---

# 2
{
  "formula": "C22H31N3O4S",
  "method": "ωB97M-V/def2-TZVPD",
  "smiles": "COC(=O)c1cc(S(=O)(=O)NCC2CCN(Cc3cc(C)ccc3C)CC2)cn1C",
  "orbital_gap_ev": 8.90,
  "de_lowest_kcal_mol": 35.2,
  "max_force_ev_per_a": 0.85,
  "elements": ["C", "H", "H", "H", "O", "C", "O", "C", "C", "C", "C", "N", "C", "H", "H", "H", "H", "S", "O", "O", "N", "H", "C", "H", "C", "C", "C", "N", "C", "C", "H", "H", "H", "H", "C", "C", "C", "C", "C", "C", "C", "C", "H", "H", "H", "H", "H", "C", "H", "H", "H", "H", "H", "H", "H", "H", "H", "H", "H", "H", "H"],
  "xyz": [[0.210, 4.742, 1.389], [-0.757, 5.207, 1.557], [1.001, 5.303, 1.891], [0.434, 4.699, 0.320], [0.116, 3.430, 1.925], [1.237, 2.699, 1.875], [2.274, 3.118, 1.406], [1.022, 1.373, 2.442], [-0.146, 0.887, 3.011], [0.103, -0.433, 3.387], [1.408, -0.717, 3.044], [1.961, 0.372, 2.479], [3.325, 0.436, 2.019], [4.001, 0.147, 2.825], [3.473, -0.242, 1.177], [3.549, 1.452, 1.704], [1.954, -1.628, 3.191], [-1.040, -1.572, 4.105], [-2.055, -0.833, 4.796], [-0.293, -2.580, 4.801], [-1.674, -2.303, 2.746], [-1.525, -3.297, 2.773], [-2.965, -1.875, 2.250], [-3.726, -2.642, 2.431], [-2.925, -1.536, 0.752], [-1.992, -0.357, 0.472], [-1.916, -0.074, -1.034], [-1.522, -1.225, -1.823], [-2.399, -2.347, -1.562], [-2.478, -2.739, -0.081], [-1.496, -3.068, 0.262], [-3.179, -3.566, 0.042], [-2.064, -3.198, -2.161], [-3.399, -2.062, -1.909], [-0.101, -1.530, -1.740], [0.715, -0.473, -2.442], [1.608, 0.305, -1.722], [2.400, 1.272, -2.332], [2.258, 1.462, -3.699], [1.361, 0.700, -4.425], [0.585, -0.277, -3.820], [-0.358, -1.108, -4.633], [-0.014, -2.142, -4.669], [-1.346, -1.101, -4.180], [-0.420, -0.733, -5.651], [1.267, 0.865, -5.490], [2.856, 2.209, -4.200], [3.394, 2.064, -1.540], [4.218, 1.423, -1.224], [2.942, 2.488, -0.646], [3.806, 2.874, -2.138], [1.695, 0.156, -0.653], [0.056, -2.489, -2.242], [0.255, -1.632, -0.702], [-1.207, 0.733, -1.232], [-2.902, 0.242, -1.392], [-2.347, 0.535, 0.989], [-1.000, -0.594, 0.856], [-3.942, -1.259, 0.451], [-3.235, -0.987, 2.826], [-1.059, 1.427, 3.148]]
}

---

# 3
{
  "formula": "C22H31N3O5S",
  "method": "ωB97M-V/def2-TZVPD",
  "smiles": "CO/C(=C1\\SC(C)=C(C)N1C)c1ccccc1.CC(C)OC(=O)/N=N\\C(=O)OC(C)C",
  "orbital_gap_ev": 4.40,
  "de_lowest_kcal_mol": 148.1,
  "max_force_ev_per_a": 3.68,
  "elements": ["C", "C", "C", "O", "C", "N", "N", "C", "O", "O", "C", "C", "C", "O", "H", "H", "H", "H", "H", "H", "H", "H", "H", "H", "H", "H", "H", "H", "C", "O", "C", "C", "C", "C", "C", "C", "C", "C", "N", "C", "C", "C", "C", "C", "S", "H", "H", "H", "H", "H", "H", "H", "H", "H", "H", "H", "H", "H", "H", "H", "H", "H"],
  "xyz": [[4.720, 2.947, -1.725], [3.278, 3.395, -1.854], [3.058, 4.760, -1.278], [2.420, 2.365, -1.230], [1.109, 2.573, -1.402], [0.376, 1.628, -0.536], [-0.841, 1.839, -0.508], [-1.703, 1.569, -1.613], [-1.419, 0.927, -2.608], [-2.881, 2.161, -1.332], [-4.077, 1.620, -2.044], [-4.949, 2.779, -2.494], [-4.801, 0.680, -1.108], [0.595, 3.375, -2.148], [5.399, 3.785, -1.926], [4.954, 2.550, -0.732], [4.932, 2.172, -2.461], [2.981, 3.407, -2.909], [3.886, 5.413, -1.566], [2.136, 5.196, -1.667], [3.007, 4.758, -0.182], [-3.678, 1.103, -2.928], [-5.983, 2.435, -2.581], [-4.933, 3.618, -1.791], [-4.663, 3.129, -3.492], [-5.873, 0.669, -1.317], [-4.422, -0.342, -1.217], [-4.661, 1.017, -0.073], [0.993, -0.730, -2.078], [0.048, -0.768, -0.969], [0.396, -1.457, 0.115], [1.594, -2.302, 0.069], [2.780, -1.777, 0.609], [3.917, -2.581, 0.663], [3.876, -3.892, 0.179], [2.719, -4.376, -0.443], [1.572, -3.588, -0.513], [-0.487, -1.377, 1.205], [-0.436, -2.078, 2.387], [0.513, -3.156, 2.636], [-1.415, -1.735, 3.302], [-1.427, -2.302, 4.685], [-2.340, -0.881, 2.783], [-3.631, -0.476, 3.392], [-1.892, -0.339, 1.212], [0.485, -0.104, -2.803], [1.966, -0.328, -1.754], [1.109, -1.742, -2.466], [2.758, -0.753, 0.996], [4.826, -2.179, 1.113], [4.762, -4.529, 0.267], [2.707, -5.385, -0.862], [0.657, -3.936, -1.006], [0.191, -3.663, 3.548], [0.521, -3.894, 1.823], [1.528, -2.775, 2.798], [-2.124, -1.705, 5.291], [-1.788, -3.343, 4.728], [-0.447, -2.258, 5.186], [-3.649, -0.707, 4.461], [-3.791, 0.600, 3.258], [-4.462, -1.016, 2.913]]
}